C26H28BrCl2N4O7PS2Ta | wB97M-V/def2-TZVPD

Atoms and positions in Å:
Ta  0.70  1.99  1.57
Br  -0.80  -2.53  -5.03
C  -1.68  -2.92  -3.40
C  -0.94  -3.28  -2.29
C  -1.57  -3.54  -1.09
C  -2.96  -3.48  -1.02
C  -3.71  -3.18  -2.16
C  -3.07  -2.87  -3.35
N  -3.73  -3.80  0.14
N  -3.46  -3.38  1.27
C  -2.40  -2.45  1.51
C  -1.41  -2.79  2.40
C  -0.40  -1.89  2.77
C  -0.42  -0.62  2.26
O  0.48  0.34  2.54
C  -1.43  -0.24  1.35
N  -1.32  1.02  0.86
C  -2.21  1.43  -0.02
C  -3.30  0.63  -0.41
C  -3.42  -0.64  0.08
C  -2.45  -1.13  0.97
H  0.14  -3.35  -2.37
H  -0.99  -3.83  -0.23
H  -4.79  -3.20  -2.10
H  -3.64  -2.62  -4.23
H  -1.42  -3.79  2.82
H  0.38  -2.19  3.45
H  -2.08  2.42  -0.44
H  -4.02  1.03  -1.11
H  -4.26  -1.26  -0.21
O  0.77  4.78  2.09
Cl  0.71  4.60  0.68
O  0.42  5.74  -0.06
O  1.87  3.85  0.26
O  -0.39  3.54  0.50
C  2.26  -2.42  -0.48
C  3.71  -2.03  -0.33
C  4.57  -2.44  -1.51
O  3.85  -0.61  -0.04
P  3.40  0.69  -0.79
S  4.42  2.23  -0.33
S  1.26  0.77  -0.38
O  3.31  0.22  -2.29
C  2.81  0.91  -3.49
C  2.69  2.41  -3.31
C  1.51  0.24  -3.87
H  2.20  -3.51  -0.56
H  1.83  -1.98  -1.38
H  1.67  -2.10  0.38
H  4.12  -2.48  0.57
H  4.16  -2.06  -2.45
H  4.60  -3.52  -1.56
H  5.59  -2.07  -1.40
H  3.58  0.69  -4.23
H  1.95  2.66  -2.54
H  2.35  2.83  -4.26
H  3.64  2.86  -3.05
H  0.71  0.49  -3.17
H  1.63  -0.84  -3.91
H  1.21  0.58  -4.87
Cl  2.64  2.22  2.73
C  -2.39  3.41  5.33
C  -2.75  3.74  4.02
C  -1.93  3.34  2.99
N  -0.80  2.64  3.19
C  -0.47  2.31  4.45
C  -1.23  2.69  5.54
H  -3.01  3.72  6.16
H  -3.64  4.30  3.80
H  -2.16  3.59  1.97
H  0.44  1.74  4.59
H  -0.91  2.41  6.53

Computed properties:
* HOMO-LUMO gap: 6.614 eV
* molar mass: 935.40 u
* LUMO level: -4.421 eV
* spin multiplicity: 1
* charge: +1
* ΔE to the lowest compared entry with this formula, charge and spin: 0.997 eV

---

C26H28CdFN7SSi | wB97M-V/def2-TZVPD

Atoms and positions in Å:
Cd  -0.91  -1.28  -0.12
N  -4.02  -1.55  -0.66
N  -4.80  -1.74  0.46
C  -4.30  -2.36  1.55
N  -5.17  -2.56  2.56
S  -2.72  -2.89  1.67
H  -4.12  -0.61  -1.01
H  -4.23  -2.22  -1.39
H  -5.78  -1.50  0.43
H  -6.06  -2.09  2.59
H  -4.78  -2.91  3.41
N  9.15  0.68  1.05
C  8.05  0.41  0.86
C  6.68  0.09  0.64
C  5.78  1.07  0.23
C  4.45  0.76  0.05
C  3.99  -0.54  0.29
C  4.89  -1.52  0.68
C  6.23  -1.22  0.86
C  2.55  -0.90  0.13
C  1.88  -1.23  1.31
C  2.43  -1.17  2.62
C  1.49  -1.70  3.47
C  0.39  -2.06  2.67
N  0.60  -1.77  1.39
C  2.08  -0.95  -1.19
C  2.88  -0.74  -2.35
C  2.07  -0.97  -3.44
C  0.80  -1.31  -2.91
N  0.80  -1.30  -1.58
H  6.14  2.08  0.06
H  3.75  1.52  -0.27
H  4.53  -2.53  0.86
H  6.93  -1.98  1.16
H  3.41  -0.79  2.87
H  1.56  -1.81  4.54
H  -0.53  -2.52  3.00
H  3.93  -0.48  -2.36
H  2.33  -0.92  -4.48
H  -0.07  -1.57  -3.48
C  -0.48  3.08  0.76
Si  -1.82  1.75  0.94
C  -3.51  2.57  1.22
C  -1.42  0.82  2.53
N  -1.86  0.63  -0.38
C  -2.13  1.03  -1.67
C  -2.40  2.36  -2.05
C  -2.67  2.74  -3.35
C  -2.69  1.81  -4.38
C  -2.44  0.48  -4.06
C  -2.18  0.13  -2.76
F  -1.95  -1.21  -2.53
H  -0.35  3.63  1.69
H  -0.69  3.81  -0.03
H  0.48  2.61  0.51
H  -3.51  3.15  2.14
H  -4.29  1.81  1.30
H  -3.79  3.24  0.40
H  -1.68  1.43  3.39
H  -0.35  0.60  2.60
H  -1.97  -0.12  2.61
H  -2.39  3.12  -1.28
H  -2.87  3.78  -3.56
H  -2.89  2.11  -5.40
H  -2.44  -0.29  -4.82

Computed properties:
* HOMO-LUMO gap: 6.778 eV
* molar mass: 630.12 u
* LUMO level: -0.595 eV
* spin multiplicity: 1
* charge: 0
* ΔE to the lowest compared entry with this formula, charge and spin: 0.000 eV

---

C26H28Cl2MnN5O2S | wB97M-V/def2-TZVPD

Atoms and positions in Å:
Mn  0.24  0.20  -0.62
C  -5.22  2.00  0.47
C  -4.55  2.16  1.83
N  -3.15  2.53  1.75
C  -2.12  1.67  1.45
S  -0.52  2.22  1.60
N  -2.58  0.44  1.15
N  -1.60  -0.42  0.81
C  -1.95  -1.64  0.62
C  -3.36  -2.16  0.72
C  -0.88  -2.60  0.24
C  -1.17  -3.94  -0.05
C  -0.13  -4.81  -0.34
C  1.17  -4.34  -0.33
C  1.37  -3.00  -0.06
N  0.38  -2.16  0.21
H  -6.30  1.85  0.60
H  -4.80  1.15  -0.07
H  -5.07  2.89  -0.13
H  -4.66  1.24  2.41
H  -5.04  2.97  2.37
H  -2.83  3.35  2.25
H  -3.99  -1.39  1.16
H  -3.42  -3.06  1.33
H  -3.75  -2.40  -0.27
H  -2.19  -4.28  -0.06
H  -0.34  -5.85  -0.57
H  2.01  -4.99  -0.54
H  2.36  -2.56  -0.08
Cl  -2.26  -3.68  -6.59
C  -1.91  -2.63  -5.24
C  -2.94  -1.85  -4.69
C  -2.70  -1.03  -3.63
Cl  -3.98  -0.08  -2.94
C  -1.39  -0.91  -3.02
O  -1.22  -0.16  -2.02
C  -0.38  -1.71  -3.63
C  1.00  -1.68  -3.17
O  1.47  -1.00  -2.27
C  -0.66  -2.55  -4.71
H  -3.94  -1.90  -5.10
H  1.67  -2.37  -3.73
H  0.15  -3.14  -5.14
C  -0.05  3.42  -1.68
N  0.81  2.28  -2.00
C  0.66  1.95  -3.41
C  2.22  2.58  -1.68
C  2.85  1.79  -0.54
C  4.16  2.15  -0.20
C  4.83  1.49  0.82
C  4.17  0.47  1.50
C  2.87  0.14  1.15
C  2.16  0.77  0.12
H  0.18  4.28  -2.33
H  0.07  3.69  -0.63
H  -1.09  3.13  -1.83
H  0.99  2.78  -4.06
H  -0.39  1.75  -3.63
H  1.25  1.07  -3.66
H  2.31  3.65  -1.46
H  2.83  2.42  -2.58
H  4.66  2.95  -0.74
H  5.85  1.76  1.07
H  4.68  -0.05  2.31
H  2.38  -0.64  1.72

Computed properties:
* HOMO-LUMO gap (alpha / beta): 6.103 / 6.806 eV
* molar mass: 600.45 u
* LUMO level (alpha / beta): 2.492 / 2.486 eV
* spin multiplicity: 6
* charge: -1
* ΔE to the lowest compared entry with this formula, charge and spin: 0.281 eV

---

C26H28Cl2N4PPm | wB97M-V/def2-TZVPD

Atoms and positions in Å:
Pm  0.50  -1.85  0.96
N  0.90  0.06  2.77
C  2.06  0.35  1.92
C  3.37  -0.19  2.27
C  4.38  -0.03  1.36
C  4.13  0.60  0.15
C  2.83  0.99  -0.19
C  1.77  0.86  0.67
P  0.00  1.08  0.24
C  0.03  1.40  -1.50
C  -0.63  0.46  -2.36
C  -0.87  0.82  -3.63
C  -0.36  2.03  -4.13
C  0.33  2.96  -3.34
C  0.55  2.60  -2.00
C  -0.61  2.47  1.31
C  -1.85  2.32  1.93
C  -2.40  3.34  2.67
C  -1.58  4.48  2.97
C  -0.29  4.56  2.42
C  0.21  3.58  1.58
H  1.01  -0.07  3.75
H  0.21  0.86  2.66
H  3.55  -0.61  3.25
H  5.30  -0.38  1.72
H  4.93  0.77  -0.55
H  2.63  1.35  -1.20
H  -1.00  -0.41  -1.89
H  -1.42  0.11  -4.23
H  -0.48  2.33  -5.22
H  0.69  3.85  -3.84
H  0.86  3.34  -1.30
H  -2.50  1.47  1.70
H  -3.39  3.26  3.02
H  -2.06  5.24  3.55
H  0.28  5.42  2.60
H  1.22  3.63  1.16
Cl  -1.42  -3.33  -1.38
C  -2.91  -2.59  -0.68
C  -4.09  -2.54  -1.46
C  -5.16  -1.77  -0.92
C  -5.14  -1.27  0.36
C  -3.96  -1.46  1.13
Cl  -3.90  -0.76  2.71
C  -2.80  -2.07  0.64
N  -1.63  -2.19  1.34
H  -4.22  -3.00  -2.46
H  -6.04  -1.75  -1.58
H  -5.93  -0.74  0.74
N  2.09  -3.93  0.41
C  2.45  -4.01  -1.02
C  2.65  -2.63  -1.64
N  1.45  -1.72  -1.36
H  1.60  -4.80  0.57
H  -1.86  -1.81  2.39
H  2.82  -3.91  1.11
H  1.61  -4.57  -1.54
H  3.41  -4.51  -1.13
H  2.82  -2.68  -2.72
H  3.44  -2.18  -1.10
H  0.67  -2.01  -1.90
H  1.73  -0.82  -1.77

Computed properties:
* HOMO-LUMO gap (alpha / beta): 7.006 / 7.151 eV
* molar mass: 643.42 u
* LUMO level (alpha / beta): -6.139 / -5.995 eV
* spin multiplicity: 5
* charge: +2
* ΔE to the lowest compared entry with this formula, charge and spin: 0.000 eV

---

no.,electronic energy (Ha)
1,-6442.14526
2,-2346.19058
3,-3901.49629
4,-3096.24129